# 1
85
Properties=species:S:1:pos:R:3 method="wB97M-V/def2-TZVPD" orbital_gap_ev=6.353 e_lumo_ev=-5.81 charge=+2
Ir 0.132 -1.177 -0.284
Te -2.133 0.928 2.566
C -3.274 2.441 1.654
C -3.356 3.691 2.253
C -4.102 4.675 1.615
N -4.729 4.491 0.458
C -4.670 3.278 -0.082
C -3.973 2.216 0.477
C -0.555 0.799 1.172
P 0.776 -0.290 1.584
C 2.475 0.340 1.628
C 2.834 1.656 1.358
C 4.174 2.026 1.355
C 5.158 1.087 1.626
C 4.803 -0.226 1.917
C 3.470 -0.598 1.917
C 0.572 -1.073 3.179
C 0.008 -2.345 3.252
C -0.140 -2.964 4.484
C 0.282 -2.312 5.633
C 0.845 -1.042 5.561
C 0.997 -0.418 4.336
P -0.327 0.939 -0.610
C -1.693 0.962 -1.815
C -2.299 2.180 -2.137
C -3.244 2.253 -3.146
C -3.567 1.118 -3.877
C -2.950 -0.090 -3.588
C -2.022 -0.168 -2.562
C 0.455 2.525 -0.973
C 1.038 2.754 -2.219
C 1.540 4.007 -2.525
C 1.458 5.034 -1.591
C 0.878 4.808 -0.351
C 0.380 3.552 -0.035
H -2.853 3.911 3.185
H -4.184 5.663 2.054
H -5.214 3.142 -1.011
H -4.005 1.236 0.022
H 2.081 2.406 1.178
H 4.441 3.057 1.166
H 6.199 1.381 1.636
H 5.566 -0.955 2.154
H 3.204 -1.624 2.148
H -0.312 -2.846 2.345
H -0.577 -3.951 4.547
H 0.177 -2.795 6.595
H 1.176 -0.545 6.463
H 1.436 0.571 4.283
H -2.035 3.081 -1.600
H -3.716 3.200 -3.369
H -4.288 1.180 -4.682
H -3.178 -0.972 -4.172
H -1.549 -1.128 -2.377
H 1.085 1.959 -2.955
H 1.980 4.192 -3.496
H 1.844 6.015 -1.834
H 0.808 5.611 0.371
H -0.082 3.382 0.931
C 4.968 -0.917 -3.504
N 3.786 -1.640 -3.053
C 2.935 -1.178 -2.153
N 3.104 0.016 -1.616
S 1.601 -2.213 -1.722
H 5.469 -1.514 -4.259
H 5.663 -0.752 -2.679
H 4.687 0.037 -3.951
H 3.601 -2.557 -3.426
H 3.930 0.569 -1.783
H 2.477 0.300 -0.873
C -2.416 -6.341 -0.757
N -2.216 -4.928 -0.489
C -3.229 -4.023 0.018
C -2.449 -2.726 0.139
O -2.895 -1.660 0.469
N -1.124 -2.968 -0.239
C -1.059 -4.277 -0.585
N 0.057 -4.878 -0.982
H -3.484 -6.535 -0.797
H -1.978 -6.964 0.025
H -1.996 -6.611 -1.726
H -3.616 -4.333 0.991
H -4.062 -3.908 -0.676
H 0.924 -4.367 -1.002
H 0.079 -5.863 -1.182

***

# 2
78
Properties=species:S:1:pos:R:3 method="wB97M-V/def2-TZVPD" orbital_gap_ev="6.489 / 5.687" multiplicity=3 e_lumo_ev="0.31 / -0.61" charge=0
Pt -2.021 1.386 -1.554
C -2.849 1.293 -3.359
C -2.206 0.003 -3.039
C -0.954 -0.347 -3.831
C 0.203 0.584 -3.445
C -0.057 1.226 -2.094
C -0.494 2.591 -2.127
C -0.999 3.191 -3.429
C -2.121 2.333 -4.194
C 2.377 0.395 3.144
H -3.945 1.340 -3.231
H -2.844 -0.877 -2.848
H -1.148 -0.323 -4.913
H -0.639 -1.379 -3.645
H 1.161 0.046 -3.441
H 0.330 1.351 -4.218
H 0.650 0.905 -1.327
H -0.113 3.239 -1.333
H -0.163 3.440 -4.097
H -1.471 4.167 -3.228
H -2.863 3.063 -4.548
H -1.726 1.843 -5.089
H 1.615 1.159 2.924
H 3.160 0.866 3.754
H 1.921 -0.415 3.731
P -0.920 -1.704 1.883
P 3.048 -0.280 1.602
C 0.733 -2.064 1.520
C 1.760 -1.312 0.909
C -2.401 -2.576 1.534
C -2.768 -3.082 0.237
C -3.746 -4.051 0.106
C -4.353 -4.597 1.244
C -4.247 -3.867 2.430
C -3.372 -2.802 2.533
C -3.613 1.614 -0.191
C -3.834 2.850 0.420
C -5.003 3.076 1.189
C -5.941 2.049 1.361
C -5.650 0.768 0.867
C -4.467 0.553 0.105
C 4.543 -1.350 1.763
C 4.338 -2.734 1.966
C 5.380 -3.581 2.350
C 6.679 -3.086 2.469
C 6.936 -1.794 1.999
C 5.887 -0.933 1.641
C 3.383 1.071 0.408
C 3.019 2.427 0.561
C 3.493 3.391 -0.336
C 4.232 3.018 -1.458
C 4.417 1.663 -1.725
C 3.984 0.702 -0.807
H 0.807 -3.149 1.708
H 1.902 -1.452 -0.173
H -2.249 -2.714 -0.640
H -4.035 -4.430 -0.878
H -4.862 -5.563 1.218
H -4.836 -4.177 3.291
H -3.382 -2.163 3.410
H -3.090 3.624 0.255
H -5.220 4.060 1.631
H -6.881 2.251 1.890
H -6.367 -0.041 1.047
H -4.197 -0.420 -0.286
H 3.347 -3.152 1.801
H 5.190 -4.635 2.550
H 7.476 -3.706 2.888
H 7.973 -1.473 1.910
H 6.121 0.060 1.257
H 2.352 2.724 1.370
H 3.285 4.449 -0.178
H 4.646 3.775 -2.125
H 4.908 1.348 -2.643
H 4.121 -0.354 -1.033
O -1.158 1.443 3.607
C -1.095 0.253 3.547
N -1.074 -1.002 3.430

***

# 3
90
Properties=species:S:1:pos:R:3 method="wB97M-V/def2-TZVPD" orbital_gap_ev="8.276 / 5.734" multiplicity=3 e_lumo_ev="-5.04 / -7.78" charge=+2
Au 0.383 0.619 -0.605
C 0.083 0.627 3.893
O -0.218 -0.404 2.933
C -1.317 -1.087 3.095
C -2.162 -1.000 4.197
C -3.269 -1.819 4.259
Br -4.414 -1.738 5.718
C -3.574 -2.755 3.236
C -2.773 -2.869 2.140
C -1.621 -2.017 2.016
O -0.884 -2.045 0.966
C -3.001 -3.789 1.030
N -2.168 -3.810 0.008
C -2.639 -4.777 -0.868
C -2.141 -5.218 -2.092
C -2.847 -6.213 -2.732
C -4.018 -6.762 -2.179
C -4.516 -6.338 -0.965
C -3.799 -5.334 -0.324
N -3.998 -4.684 0.887
H -0.790 1.244 4.078
H 0.852 1.241 3.434
H 0.450 0.167 4.812
H -1.954 -0.316 5.005
H -4.459 -3.365 3.359
H -1.335 -2.860 0.305
H -1.233 -4.808 -2.509
H -2.493 -6.592 -3.682
H -4.537 -7.541 -2.720
H -5.413 -6.765 -0.539
H -4.753 -4.852 1.530
C -1.054 3.670 0.659
C -1.789 2.354 0.439
O -1.006 1.229 0.672
C -2.945 2.234 1.462
F -3.712 3.322 1.503
F -3.729 1.177 1.208
F -2.433 2.058 2.699
C -2.381 2.323 -0.992
F -2.765 1.085 -1.354
F -3.413 3.144 -1.149
F -1.430 2.692 -1.891
H -0.791 3.765 1.712
H -1.661 4.528 0.370
H -0.140 3.671 0.069
Te 2.699 0.527 0.984
C 4.374 0.076 -0.171
C 4.502 0.516 -1.485
C 5.667 0.235 -2.178
C 6.688 -0.480 -1.563
C 6.548 -0.922 -0.257
C 5.385 -0.649 0.450
C 2.856 2.611 1.080
C 3.078 3.190 2.324
C 3.208 4.570 2.417
C 3.126 5.353 1.276
C 2.911 4.766 0.034
C 2.772 3.392 -0.070
H 3.702 1.069 -1.958
H 5.786 0.577 -3.198
H 7.599 -0.692 -2.107
H 7.344 -1.479 0.218
H 5.281 -0.999 1.470
H 3.160 2.582 3.217
H 3.384 5.029 3.381
H 3.236 6.427 1.352
H 2.848 5.383 -0.853
H 2.591 2.939 -1.038
C -1.389 -2.568 -4.626
C -1.602 -1.526 -3.536
C -0.645 -0.348 -3.641
S 1.068 -0.886 -3.370
O 1.588 -0.216 -2.068
C 1.967 -0.029 -4.679
C 2.109 1.483 -4.540
C 0.870 2.307 -4.862
H -2.193 -3.302 -4.618
H -0.446 -3.106 -4.504
H -1.382 -2.104 -5.614
H -1.526 -1.974 -2.539
H -2.613 -1.117 -3.603
H -0.843 0.407 -2.875
H -0.705 0.146 -4.610
H 1.455 -0.325 -5.600
H 2.942 -0.517 -4.680
H 2.927 1.769 -5.204
H 2.454 1.709 -3.527
H 0.404 1.989 -5.798
H 1.140 3.356 -4.980
H 0.119 2.256 -4.074

***

# 4
88
Properties=species:S:1:pos:R:3 method="wB97M-V/def2-TZVPD" orbital_gap_ev=6.736 e_lumo_ev=-4.10 charge=+1
Ti -1.227 -0.123 -0.901
C -3.645 -1.775 -4.418
C -3.150 -1.462 -3.158
N -2.094 -0.668 -3.024
C -1.525 -0.191 -4.137
C -2.033 -0.522 -5.386
N -3.089 -1.309 -5.526
C -0.375 0.700 -3.900
C 0.489 1.147 -4.883
C 1.573 1.943 -4.525
C 1.740 2.253 -3.177
C 0.822 1.777 -2.259
N -0.218 1.028 -2.619
C 0.872 2.019 -0.807
C 1.889 2.616 -0.165
N 1.845 2.565 1.300
C 0.466 2.787 1.764
C -0.488 2.188 1.056
N -0.255 1.596 -0.159
C 2.527 2.433 -5.540
C 2.084 2.901 -6.771
C 3.022 3.359 -7.686
N 4.329 3.366 -7.455
C 4.748 2.907 -6.281
C 3.895 2.438 -5.293
H -4.507 -2.421 -4.519
H -3.592 -1.857 -2.255
H -1.581 -0.141 -6.292
H 0.350 0.849 -5.912
H 2.565 2.874 -2.861
H 2.770 3.061 -0.593
H 0.357 3.344 2.679
H -1.514 2.208 1.391
H 1.031 2.940 -7.016
H 2.701 3.740 -8.648
H 5.819 2.910 -6.118
H 4.305 2.056 -4.367
O -1.506 -3.935 -1.762
C -1.137 -2.847 -1.431
O -1.823 -1.975 -0.726
C 0.226 -2.223 -1.876
O 0.914 -2.647 -2.754
O 0.439 -1.090 -1.203
C -3.463 2.627 2.564
C -3.892 1.182 2.381
Ge -2.598 -0.283 2.099
C -3.714 -1.859 1.751
C -3.131 -3.242 1.989
C -1.569 -0.381 3.748
C -0.287 -0.718 3.660
Ge 0.253 -0.951 1.777
C 1.951 -0.005 1.291
C 2.435 1.297 1.903
C 0.587 -2.873 1.487
C 1.801 -3.368 2.280
C 0.554 -1.060 4.829
C 1.937 -0.885 4.818
C 2.710 -1.203 5.924
C 2.112 -1.723 7.062
C 0.740 -1.930 7.080
C -0.030 -1.607 5.975
H -4.278 3.216 2.984
H -3.197 3.091 1.613
H -2.614 2.722 3.246
H -4.679 1.097 1.634
H -4.322 0.811 3.323
H -4.135 -1.771 0.749
H -4.544 -1.673 2.446
H -2.388 -3.488 1.231
H -3.915 -3.998 1.931
H -2.670 -3.326 2.975
H -2.040 -0.247 4.722
H 2.064 0.010 0.208
H 2.684 -0.752 1.618
H 2.201 1.379 2.966
H 2.424 3.328 1.650
H 3.516 1.396 1.776
H 0.714 -3.122 0.435
H -0.311 -3.387 1.831
H 2.726 -2.885 1.962
H 1.937 -4.440 2.130
H 1.687 -3.200 3.351
H 2.433 -0.514 3.933
H 3.781 -1.055 5.892
H 2.714 -1.980 7.923
H 0.269 -2.356 7.956
H -1.095 -1.799 5.991
Br -3.377 1.106 -0.883

***

# 5
88
Properties=species:S:1:pos:R:3 method="wB97M-V/def2-TZVPD" orbital_gap_ev="6.716 / 4.610" multiplicity=2 e_lumo_ev="-3.57 / -5.67" charge=+1
Ga -0.280 0.730 -0.137
O -0.582 2.711 3.765
C -1.765 3.337 3.537
C -2.242 4.157 4.555
C -3.441 4.820 4.407
C -4.193 4.677 3.240
C -3.722 3.867 2.231
C -2.505 3.185 2.353
C -2.035 2.331 1.238
O -0.852 1.751 1.364
N -2.765 2.185 0.181
N -2.141 1.336 -0.752
C -2.852 1.155 -1.806
S -2.377 0.067 -3.082
C -3.564 0.747 -4.268
C -4.831 1.062 -3.501
S -4.384 1.967 -1.995
H -0.407 2.177 2.970
H -1.649 4.253 5.456
H -3.802 5.453 5.208
H -5.134 5.199 3.128
H -4.285 3.740 1.316
H -3.726 -0.011 -5.033
H -3.138 1.639 -4.724
H -5.358 0.151 -3.222
H -5.500 1.700 -4.078
Cl 1.489 1.712 -4.624
C 2.300 2.074 -3.177
C 3.591 2.564 -3.197
C 4.260 2.834 -2.012
Cl 5.844 3.445 -2.099
C 3.658 2.611 -0.723
C 4.267 2.862 0.515
C 3.569 2.595 1.667
C 2.281 2.057 1.577
N 1.692 1.827 0.416
C 2.361 2.113 -0.703
C 1.620 1.856 -1.932
O 0.435 1.478 -1.865
H 4.082 2.731 -4.145
H 5.274 3.260 0.552
H 4.003 2.785 2.640
H 1.722 1.803 2.468
C -3.479 -2.641 -0.362
C -3.525 -1.433 0.544
O -2.198 -0.992 0.883
H -4.493 -2.939 -0.643
H -2.999 -3.487 0.136
H -2.916 -2.422 -1.273
H -4.082 -1.645 1.458
H -4.015 -0.591 0.051
H -2.003 -1.245 1.788
C 1.426 -0.935 3.464
Ge 0.930 -2.383 2.242
C 2.239 -3.822 2.269
C -0.753 -3.101 2.929
Ge 0.840 -1.481 -0.017
C 0.090 -2.704 -1.338
C -0.120 -4.044 -0.999
C -0.626 -4.946 -1.926
C -0.938 -4.518 -3.210
C -0.750 -3.187 -3.558
C -0.247 -2.287 -2.626
C 2.713 -1.168 -0.592
C 3.737 -0.964 0.342
C 5.056 -0.770 -0.056
C 5.385 -0.772 -1.407
C 4.388 -0.976 -2.351
C 3.070 -1.169 -1.947
H 1.329 -1.291 4.492
H 0.745 -0.088 3.337
H 2.451 -0.591 3.318
H 2.405 -4.133 3.302
H 3.190 -3.511 1.835
H 1.864 -4.678 1.705
H -0.497 -3.724 3.789
H -1.279 -3.718 2.199
H -1.427 -2.322 3.294
H 0.114 -4.393 0.002
H -0.778 -5.983 -1.648
H -1.333 -5.220 -3.935
H -1.005 -2.847 -4.555
H -0.148 -1.242 -2.906
H 3.511 -0.978 1.404
H 5.832 -0.634 0.690
H 6.415 -0.639 -1.719
H 4.640 -1.009 -3.405
H 2.321 -1.371 -2.704

***

We obtain maximum force values of 1.33; 6.25; 0.98; 1.00; 0.73 eV/A for the records listed above, in that order.